[1]
An isolated molecule of C6H8N2O3 at a distorted geometry. Source: OMol25; level of theory: wB97M-V/def2-TZVPD.

Geometry as XYZ:
```
19
C6H8N2O3 (wB97M-V/def2-TZVPD)
C 0.7969 -2.4832 -0.2264
C -1.1375 -0.3214 -0.0620
C -1.5277 -1.6179 0.1641
C -1.9923 0.7670 -0.0027
C 0.6247 -0.0316 -0.0187
C -1.3000 2.1674 -0.1793
N -0.4823 -2.6895 -0.3028
N 1.3463 -1.2563 -0.1172
O -3.1954 0.5972 0.0814
O -2.5140 -2.1530 0.5957
O 0.8823 0.6985 1.1388
H 1.5449 -3.3101 -0.4927
H 0.9142 0.5745 -0.7876
H -0.2582 2.0956 0.3708
H -1.9708 2.9206 0.2543
H -1.3103 2.3118 -1.3277
H -0.8470 -3.6341 -0.4383
H 2.2633 -1.1561 0.3604
H 0.3638 0.5433 1.8394
```

Properties
HOMO = -7.97 eV
HOMO-LUMO gap = 7.9 eV

[2]
C42H31Cl5NOP3Se2Ti as an isolated structure at a distorted geometry. Source: OMol25; level of theory: wB97M-V/def2-TZVPD.

Geometry as XYZ:
```
86
C42H31Cl5NOP3Se2Ti (wB97M-V/def2-TZVPD)
Ti -0.0617 -0.0335 0.8447
N 2.5493 1.8613 -0.3090
P 2.3763 0.1641 -0.2324
C 2.3590 -0.2935 -1.9985
C 3.5203 -0.4762 -2.7499
C 3.4499 -0.7464 -4.1111
C 2.2155 -0.8344 -4.7403
C 1.0530 -0.6408 -4.0056
C 1.1279 -0.3767 -2.6454
C 3.9733 -0.4116 0.3988
C 4.5885 -1.5903 -0.0164
C 5.7677 -2.0148 0.5808
C 6.3345 -1.2708 1.6080
C 5.7206 -0.1026 2.0346
C 4.5437 0.3249 1.4361
P 1.2632 2.5663 0.5910
C 2.1734 3.3782 1.9649
C 3.4654 3.8696 1.7754
C 4.1374 4.5129 2.8023
C 3.5163 4.6828 4.0367
C 2.2295 4.2044 4.2304
C 1.5639 3.5491 3.1995
C 0.8756 4.0395 -0.4168
C 1.8057 4.6162 -1.2843
C 1.4969 5.7765 -1.9788
C 0.2604 6.3849 -1.8054
C -0.6626 5.8291 -0.9330
C -0.3577 4.6623 -0.2445
H 2.7749 2.2254 -1.2249
H 4.4933 -0.4029 -2.2784
H 4.3614 -0.8886 -4.6772
H 2.1588 -1.0539 -5.7991
H 0.0852 -0.7002 -4.4861
H 0.1999 -0.2262 -2.1022
H 4.1630 -2.1769 -0.8196
H 6.2422 -2.9274 0.2438
H 7.2530 -1.6026 2.0752
H 6.1500 0.4793 2.8401
H 4.0652 1.2307 1.7845
H 3.9553 3.7375 0.8168
H 5.1421 4.8830 2.6418
H 4.0391 5.1822 4.8426
H 1.7395 4.3249 5.1883
H 0.5691 3.1600 3.3726
H 2.7908 4.1849 -1.4178
H 2.2266 6.2109 -2.6501
H 0.0191 7.2920 -2.3446
H -1.6289 6.2958 -0.7884
H -1.0829 4.2262 0.4236
Cl -2.1501 -7.0913 -0.0723
C -1.3939 -5.5534 0.0920
C -2.1720 -4.4039 0.1738
Cl -3.8904 -4.4811 0.1261
C -1.5487 -3.1746 0.3003
Cl -2.4262 -1.7007 0.4164
C -0.1690 -3.0370 0.3373
O 0.3705 -1.8267 0.4224
C 0.6008 -4.1945 0.2849
Cl 2.3095 -4.0456 0.4189
C -0.0062 -5.4414 0.1555
Cl 0.9686 -6.8602 0.0808
Se 0.5671 -0.1947 3.1942
P -1.9899 1.1375 2.1567
Se -2.1880 1.6220 0.0409
C -3.4576 0.2274 2.7509
C -4.7030 0.3669 2.1502
C -5.7985 -0.3284 2.6461
C -5.6564 -1.1646 3.7455
C -4.4133 -1.3085 4.3476
C -3.3169 -0.6176 3.8500
C -1.9920 2.6358 3.1813
C -2.4302 3.8562 2.6779
C -2.4423 4.9882 3.4845
C -2.0234 4.9022 4.8035
C -1.5981 3.6829 5.3163
C -1.5795 2.5538 4.5115
H -4.8085 1.0064 1.2816
H -6.7641 -0.2209 2.1688
H -6.5103 -1.7093 4.1275
H -4.2952 -1.9688 5.1973
H -2.3413 -0.7649 4.3027
H -2.7640 3.9186 1.6497
H -2.7818 5.9333 3.0800
H -2.0284 5.7830 5.4329
H -1.2730 3.6118 6.3466
H -1.2153 1.6148 4.9107
```

Properties
HOMO (spin up / spin down) = -6.51 / -6.51 eV
HOMO-LUMO gap (spin up / spin down) = 6.1 / 6.2 eV

[3]
A 2-piece molecular cluster, C4H9OP overall at a distorted geometry. Source: OMol25; level of theory: wB97M-V/def2-TZVPD.

Geometry as XYZ:
```
15
C4H9OP (wB97M-V/def2-TZVPD)
C 1.8867 2.7915 1.6922
C 1.4137 1.7438 1.6433
C 0.7987 -0.4203 -0.8247
C -1.3966 -1.9117 -0.0249
O -1.6252 0.3365 -1.5690
P -0.8773 -0.0742 -0.1176
H 2.1251 3.7953 1.7507
H -2.2192 1.0667 -1.4242
H 0.8968 0.8234 1.5103
H 1.1684 -1.2066 -0.2131
H 0.8629 -0.8973 -1.8267
H 1.3618 0.6194 -0.7951
H -2.4777 -2.0383 0.1452
H -0.9462 -2.3764 -0.8757
H -0.9718 -2.2519 0.9293
```

Properties
structure (SMILES) = CP(C)O.C#C
HOMO = -9.06 eV
HOMO-LUMO gap = 10.0 eV

[4]
C3H2LiO2Yb as an isolated structure at a distorted geometry. Source: OMol25; level of theory: wB97M-V/def2-TZVPD.

Geometry as XYZ:
```
9
C3H2LiO2Yb (wB97M-V/def2-TZVPD)
C -1.6108 -1.0362 0.1375
C -1.4326 0.1866 0.3408
H -1.9352 -1.8420 0.7924
H -1.8990 1.1151 0.0249
O 0.6885 1.2235 0.5711
C 1.0353 1.2365 -0.6335
O 1.3925 0.1725 -1.1642
Li 0.1540 -1.4366 -1.1769
Yb 3.6072 0.3806 1.1080
```

Properties
net charge = +2
<S²> = 0.755
HOMO (spin up / spin down) = -15.82 / -17.12 eV
spin multiplicity = 2
HOMO-LUMO gap (spin up / spin down) = 5.5 / 6.4 eV

[5]
An isolated molecule of C5H7OP at a distorted geometry. Source: OMol25; level of theory: wB97M-V/def2-TZVPD.

Geometry as XYZ:
```
14
C5H7OP (wB97M-V/def2-TZVPD)
C 0.9694 -1.0761 1.0701
C 0.2596 0.0718 1.1631
C 0.9422 -1.5846 -0.2711
C -0.5262 0.5018 0.0649
C -1.3022 1.7793 -0.0717
O -0.1411 -0.7483 -2.8851
P 0.2884 -0.3301 -1.4199
H 1.7963 -1.0630 1.7419
H 0.2582 0.5750 2.1256
H 0.0881 -2.2696 -0.5836
H 1.8259 -2.1339 -0.6783
H -2.0435 1.7895 -0.8508
H -0.6565 2.5604 -0.3651
H -1.7587 1.9278 0.9601
```

Properties
HOMO = -8.10 eV
HOMO-LUMO gap = 7.3 eV

[6]
C5H13FO3PSb as an isolated structure at a distorted geometry. Source: OMol25; level of theory: wB97M-V/def2-TZVPD.

Geometry as XYZ:
```
24
C5H13FO3PSb (wB97M-V/def2-TZVPD)
C -2.6760 0.4106 1.3260
P -2.3336 1.0911 -0.4275
O -2.8566 -0.1707 -1.5112
Sb 0.1151 1.4616 -0.7996
C 0.6076 -0.7128 -0.6830
C 0.7918 -1.1339 0.8567
C 1.7346 -2.4005 1.0803
F 1.3066 -3.1361 2.2802
C 2.2551 1.9993 -1.2553
O 2.8437 2.7991 -0.4381
O 2.9013 1.5182 -2.3828
H -3.0761 -0.6591 1.1823
H -3.4914 1.0460 1.8322
H -1.7447 0.3307 1.9759
H -3.3452 0.2544 -2.2468
H -0.1067 1.2962 -2.5452
H -0.2345 3.2050 -0.8761
H 0.3748 1.6994 0.9383
H 1.5528 -0.9006 -1.3138
H -0.2245 -1.3099 -1.2154
H 1.3073 -0.2497 1.3801
H -0.2496 -1.2549 1.3061
H 2.8013 -2.0504 1.3229
H 1.7470 -3.1331 0.2137
```

Properties
net charge = -2
HOMO = 0.57 eV
HOMO-LUMO gap = 5.1 eV

[7]
C26H34N4SSb2Se5Si2W as an isolated structure at a distorted geometry. Source: OMol25; level of theory: wB97M-V/def2-TZVPD.

Geometry as XYZ:
```
75
C26H34N4SSb2Se5Si2W (wB97M-V/def2-TZVPD)
W -0.4054 -0.6086 -0.2789
N -1.3168 3.5058 -2.3242
C -2.1079 4.2933 -1.4862
C -2.1504 5.6725 -1.6310
C -2.9718 6.4259 -0.8035
C -3.7434 5.7984 0.1645
C -3.6894 4.4185 0.3104
C -2.8767 3.6586 -0.5204
S -2.8432 1.9075 -0.4559
N -1.1817 1.6028 -0.9567
C -0.8626 2.2460 -2.0340
C 0.0208 1.6490 -3.0766
C 0.3499 2.3268 -4.2534
C 0.9656 1.6397 -5.2815
C 1.2368 0.2937 -5.1029
C 0.9408 -0.2765 -3.8775
N 0.3832 0.3893 -2.8729
H -0.9241 3.9644 -3.1231
H -1.5550 6.1487 -2.4027
H -3.0042 7.5016 -0.9188
H -4.3877 6.3796 0.8115
H -4.2923 3.9157 1.0562
H 0.1278 3.3753 -4.3945
H 1.2169 2.1449 -6.2053
H 1.6787 -0.3067 -5.8860
H 1.1630 -1.3174 -3.6918
C 1.5996 2.9798 -0.1104
Si 1.7764 1.0571 -0.1147
C 3.0211 0.8136 -1.5575
C 3.0044 0.8232 1.3086
C 4.0388 1.7288 1.5678
C 4.9559 1.4958 2.5836
C 4.8545 0.3386 3.3482
C 3.8292 -0.5628 3.0952
C 2.8932 -0.3245 2.0811
Si 1.5030 -1.5848 1.7464
C 0.8369 -2.0169 3.4602
C 2.5117 -3.0038 1.0106
H 2.4157 3.4243 -0.6894
H 1.6604 3.3614 0.9126
H 0.6657 3.3484 -0.5322
H 4.0072 1.1609 -1.2365
H 2.7419 1.3804 -2.4522
H 3.1058 -0.2369 -1.8405
H 4.1324 2.6316 0.9705
H 5.7469 2.2122 2.7807
H 5.5707 0.1458 4.1404
H 3.7546 -1.4666 3.6934
H 0.9293 -3.0887 3.6199
H -0.2272 -1.7894 3.5494
H 1.3854 -1.4591 4.2282
H 2.8666 -3.6461 1.8242
H 3.3652 -2.6131 0.4508
H 1.9178 -3.6485 0.3689
Se -3.5695 -3.8638 0.2991
Sb -1.3045 -2.9274 0.5005
Se -1.9601 -1.2182 -1.8885
Se -1.9683 -0.3628 1.4736
Se -0.4631 -4.7349 1.9084
C -1.1943 3.1392 2.7028
Sb 0.1398 1.5408 3.2994
C -1.1703 0.9369 4.9094
C 1.2863 2.8689 4.6082
H -1.2276 3.8910 3.4947
H -2.1921 2.7285 2.5474
H -0.8590 3.6064 1.7758
H -1.4852 1.8264 5.4585
H -0.6446 0.2552 5.5783
H -2.0376 0.4263 4.4948
H 0.6913 3.2054 5.4616
H 1.6239 3.7462 4.0511
H 2.1706 2.3459 4.9782
Se 0.6849 -4.3833 -2.4634
C 1.0058 -2.7644 -1.8576
N 1.1313 -1.7299 -1.3108
```

Properties
net charge = -2
HOMO = -0.86 eV
HOMO-LUMO gap = 4.2 eV

[8]
A 11-piece molecular cluster, C60H132F12N7O14 overall at a distorted geometry. Source: OMol25; level of theory: wB97M-V/def2-TZVPD.

Geometry as XYZ:
```
225
C60H132F12N7O14 (wB97M-V/def2-TZVPD)
C 8.1024 -6.1536 -5.0869
C 7.6451 -5.0733 -4.0638
C 6.1570 -5.0728 -3.6275
C 5.8999 -4.5042 -2.2271
N 4.4387 -4.4967 -1.7623
C 4.4250 -4.1413 -0.2352
C 4.4568 -2.5679 -0.2314
C 3.3243 -2.3190 -1.2543
C 3.6287 -3.3214 -2.3679
C 3.7564 -5.9203 -2.0300
C 4.4846 -7.0887 -1.1977
C 3.6775 -8.4177 -1.3898
H 7.6775 -6.0184 -6.0816
H 7.8031 -7.1701 -4.8316
H 9.1892 -6.1835 -5.1644
H 8.0813 -4.1300 -4.3924
H 8.1518 -5.2875 -3.1228
H 5.7898 -6.0895 -3.4883
H 5.6958 -4.5169 -4.4438
H 6.0929 -3.4331 -2.1673
H 6.5079 -5.0447 -1.5016
H 3.4816 -4.3699 0.2605
H 5.2475 -4.5841 0.3266
H 4.2293 -2.3150 0.8042
H 5.3872 -2.0219 -0.3873
H 2.3086 -2.5676 -0.9466
H 3.2971 -1.2796 -1.5814
H 2.7189 -3.6144 -2.8918
H 4.2743 -2.9866 -3.1799
H 3.7630 -6.0943 -3.1060
H 2.8088 -5.9371 -1.4917
H 4.4706 -6.7828 -0.1516
H 5.4869 -7.3867 -1.5055
H 4.1872 -8.8643 -2.2436
H 2.6576 -8.1221 -1.6355
H 3.7360 -9.1231 -0.5609
C -0.5789 -5.2284 1.7340
C 0.5113 -6.0284 1.1290
O 1.3901 -5.4793 0.4860
N 0.2637 -7.5343 1.0902
H 1.1739 -7.9096 1.3156
H -0.4053 -7.8246 1.7890
C -0.2208 -7.9194 -0.3190
H -1.4863 -5.3089 1.1354
H -0.3470 -4.1911 1.9754
H -0.7502 -5.6685 2.7164
H 0.4839 -7.6440 -1.1037
H -1.1664 -7.3834 -0.4010
H -0.2761 -8.9953 -0.1535
C -0.0885 -0.2751 -0.7245
C 0.0265 -0.6114 0.7574
O -0.0125 -1.7496 1.1958
N -0.1071 0.6201 1.7642
H -0.3718 1.4821 1.3093
H -0.9419 0.4868 2.3169
C 1.1958 0.8894 2.4894
H -0.8985 0.4012 -0.9977
H -0.1451 -1.2547 -1.1991
H 0.8442 0.1367 -1.1099
H 1.0290 1.5900 3.3076
H 1.9135 1.3512 1.8114
H 1.5035 -0.1339 2.7047
C 6.9925 0.3835 0.3185
C 5.9661 0.6595 -0.7914
O 6.0825 0.2976 -1.9518
N 4.8389 1.5922 -0.3559
H 4.5625 1.3599 0.5873
H 5.1998 2.5232 -0.5075
C 3.7164 1.8080 -1.4307
H 7.9570 0.1508 -0.1329
H 6.7202 -0.6157 0.6582
H 7.0199 1.1061 1.1341
H 3.1565 0.9017 -1.6612
H 4.3082 2.1745 -2.2694
H 3.0603 2.5806 -1.0296
C -6.0423 -4.9525 -7.5603
C -6.3225 -3.9240 -6.3964
N -5.1430 -3.5016 -5.4755
C -4.5305 -4.7560 -4.9462
C -4.0339 -2.8968 -6.4075
C -4.4828 -1.6326 -7.1408
C -5.5350 -2.5055 -4.3688
C -4.3721 -1.7657 -3.6159
O -3.5200 -2.6586 -2.9781
C -3.0860 -2.3760 -1.6191
H -5.3884 -4.6089 -8.3619
H -6.9739 -4.9035 -8.1241
H -5.7182 -5.9629 -7.3110
H -6.9082 -4.3906 -5.6044
H -6.7946 -2.9971 -6.7222
H -4.3347 -5.4541 -5.7602
H -5.2014 -5.1993 -4.2104
H -3.5629 -4.5687 -4.4805
H -3.5488 -3.6275 -7.0547
H -3.2394 -2.5974 -5.7240
H -5.0580 -0.9063 -6.5666
H -5.0153 -1.8929 -8.0555
H -3.6405 -1.0297 -7.4800
H -6.1058 -3.1008 -3.6561
H -6.2885 -1.9076 -4.8814
H -4.8359 -1.0687 -2.9180
H -3.7137 -1.0046 -4.0348
H -3.8663 -2.2524 -0.8680
H -2.6489 -1.3777 -1.6004
H -2.5687 -3.2486 -1.2204
C -2.1842 6.7470 3.1987
C -1.2476 5.7188 3.8518
N -1.8701 4.5936 4.7236
C -3.1485 3.8995 3.9948
C -0.7490 3.4811 4.8695
C 0.4235 4.0124 5.7175
C -2.3532 5.2503 6.1182
C -2.5943 4.2605 7.2829
O -3.1637 3.0026 6.8639
C -3.3476 2.0774 7.9167
H -1.6709 7.6569 2.8875
H -2.9978 6.9874 3.8832
H -2.6882 6.4376 2.2831
H -0.5287 6.3414 4.3845
H -0.8022 5.3177 2.9414
H -3.6279 3.1289 4.5985
H -2.9131 3.3667 3.0735
H -3.8897 4.6571 3.7402
H -0.5473 3.0315 3.8973
H -1.3369 2.7106 5.3684
H 0.7812 4.9821 5.3713
H 1.2643 3.3187 5.7110
H 0.2442 4.1480 6.7841
H -3.2703 5.7576 5.8188
H -1.7291 6.0540 6.5090
H -3.0584 4.7804 8.1210
H -1.5873 4.0597 7.6486
H -3.6682 1.0643 7.6740
H -4.1746 2.5151 8.4757
H -2.5039 1.9974 8.6021
C -4.8040 6.9307 0.1627
C -4.2850 5.4301 0.0447
N -4.9855 4.5560 -1.0261
C -6.4514 4.2862 -0.6181
C -4.9670 5.3250 -2.3804
C -3.5978 5.7064 -2.8975
C -4.3047 3.1185 -1.3234
C -4.1339 2.2958 -0.0354
O -5.3356 1.8014 0.4249
C -5.9405 0.7550 -0.2998
H -5.8747 6.9627 -0.0386
H -4.5332 7.5997 -0.6541
H -4.6122 7.3981 1.1286
H -4.6614 4.9824 0.9645
H -3.2452 5.1673 -0.1500
H -6.8882 3.3806 -1.0390
H -7.1096 5.1353 -0.8022
H -6.5313 3.8786 0.3897
H -5.6971 6.1342 -2.3654
H -5.3443 4.6091 -3.1106
H -3.7445 6.1155 -3.8971
H -2.9089 4.8622 -2.9282
H -3.1299 6.5794 -2.4425
H -3.3392 3.3314 -1.7823
H -4.9169 2.6036 -2.0638
H -3.6463 2.9747 0.6641
H -3.4404 1.4771 -0.2277
H -6.3031 1.1253 -1.2587
H -6.7082 0.2783 0.3098
H -5.1955 -0.0213 -0.4742
C 4.7971 1.8464 3.4258
O 6.1907 1.6534 3.5144
O 4.4205 0.9554 2.4084
C 4.2595 1.6269 4.9203
F 2.9181 1.8827 4.9828
F 4.4707 0.4473 5.5260
F 4.7291 2.6198 5.6882
C 7.0571 2.7937 3.6389
C 8.4362 2.1329 3.9799
H 8.2789 1.6651 4.9517
H 8.6777 1.4232 3.1886
H 9.2898 2.7659 4.2224
H 6.8589 3.4329 4.4993
H 7.1545 3.4811 2.7986
H 4.5664 2.8445 3.0536
C 0.3289 3.7528 -0.2254
O 0.9928 3.7028 1.0618
O -0.8179 2.9987 -0.0502
C 0.1352 5.2095 -0.8569
F -0.7628 5.2542 -1.8515
F -0.2484 6.0533 0.0596
F 1.3457 5.6392 -1.3287
C 2.3963 4.2413 0.9526
C 2.5903 5.1318 2.1557
H 3.6106 5.5096 2.0911
H 2.0206 6.0408 1.9624
H 2.3304 4.6764 3.1113
H 2.6561 4.8555 0.0904
H 3.0707 3.3851 0.9700
H 1.0106 3.2291 -0.8956
C -2.3657 -0.6644 4.4034
O -1.1916 -0.9875 5.2963
O -2.0282 0.5621 3.7272
C -2.8719 -2.0009 3.6792
F -2.4767 -3.0768 4.3311
F -4.2028 -2.1033 3.6194
F -2.4524 -2.1637 2.3530
C -0.7062 -0.1995 6.3929
C 0.7664 -0.7720 6.6486
H 0.7693 -1.8494 6.8139
H 1.4396 -0.5204 5.8290
H 1.2340 -0.1663 7.4248
H -1.2948 -0.2601 7.3084
H -0.6947 0.8613 6.1428
H -3.1116 -0.5063 5.1823
C 1.1224 -0.4958 -4.5235
O 0.0929 0.2129 -3.8445
O 2.3835 -0.1643 -3.9970
C 0.6725 -1.9664 -4.5058
F -0.4929 -2.3551 -5.0257
F 1.6055 -2.8475 -5.0210
F 0.5413 -2.4751 -3.2813
C -0.3576 1.3389 -4.6267
C -1.5051 1.7668 -3.7963
H -2.1447 0.8921 -3.6788
H -1.2202 2.0460 -2.7819
H -2.0319 2.5973 -4.2661
H -0.7919 1.1957 -5.6161
H 0.2824 2.2138 -4.7410
H 1.1627 -0.1697 -5.5628
```

Properties
net charge = +2
<S²> = 0.753
HOMO (spin up / spin down) = -7.38 / -9.72 eV
spin multiplicity = 2
HOMO-LUMO gap (spin up / spin down) = 3.9 / 6.2 eV